Here is 5 unconnected molecules or ions with the total composition C26H47Cl2N3O4 from the OMol25 dataset. Energies are from wB97M-V/def2-TZVPD.

The geometry in XYZ format:
```
82
Properties=species:S:1:pos:R:3:forces:R:3
C 3.40032 -1.58778 3.23501 -0.550 -0.221 -0.086
C 2.24260 -0.65534 3.06814 0.448 -0.080 -0.346
Cl 1.23771 -0.52035 4.47012 -0.179 0.038 0.122
C 1.92212 0.03239 1.97655 -0.247 0.109 0.414
Cl 2.88278 -0.11004 0.53658 0.144 -0.023 -0.156
C 0.75496 0.93498 1.85158 0.324 -0.101 0.043
C -0.31040 0.57154 1.08783 -0.183 -0.176 -0.191
C -1.43985 1.40164 0.97432 -0.015 -0.073 -0.132
C -1.51596 2.60408 1.61816 -0.303 0.184 -0.170
C -2.74654 3.46380 1.51466 0.092 -0.028 0.121
C -3.66799 3.30825 2.73158 0.113 0.030 0.195
C -3.95662 1.88074 3.16712 -0.271 -0.153 -0.147
N -4.57487 1.08135 2.08581 0.047 -0.124 0.241
C -0.40644 3.01896 2.39325 0.226 -0.082 0.165
N -0.45504 4.22810 3.01974 0.050 -0.017 -0.037
C 0.59711 4.57075 3.70244 0.133 -0.003 0.082
C 1.74207 3.73841 3.80977 -0.070 0.143 0.082
N 1.81904 2.57469 3.23618 -0.032 0.023 -0.052
C 0.73538 2.18736 2.50882 -0.042 0.218 0.082
H 3.01630 -2.61301 3.21003 0.053 0.002 0.073
H 4.11202 -1.48067 2.42501 0.135 0.105 0.106
H 3.87096 -1.42991 4.20055 0.169 0.068 -0.061
H -0.29395 -0.37585 0.56603 -0.079 -0.025 -0.019
H -2.27367 1.08536 0.35787 0.026 -0.055 -0.010
H -3.26215 3.22128 0.58639 -0.065 -0.026 0.032
H -2.43669 4.50862 1.48462 -0.054 0.027 -0.165
H -4.62172 3.80285 2.53756 0.028 0.067 -0.110
H -3.19886 3.82672 3.57326 -0.044 0.015 0.030
H -3.05405 1.39474 3.54599 0.084 0.059 -0.026
H -4.65648 1.92399 4.00478 0.049 0.008 0.042
H -5.36551 0.57105 2.45831 -0.059 0.050 -0.066
H -3.92884 0.36703 1.77244 0.053 0.093 -0.095
H 0.58945 5.53263 4.20534 -0.046 0.002 -0.009
H 2.58987 4.07666 4.39741 0.029 -0.046 -0.026
C 7.62608 -0.11160 1.73215 -0.088 -0.048 -0.029
C 7.04355 0.35049 3.05854 0.181 -0.037 -0.035
C 8.10189 0.97295 3.95563 -0.066 0.003 0.078
O 6.39290 -0.73216 3.72338 -0.005 0.032 0.025
H 8.38942 -0.87692 1.90000 0.038 0.033 0.012
H 6.84786 -0.54667 1.10456 -0.010 0.024 0.005
H 8.08620 0.71652 1.19165 0.010 0.004 0.007
H 6.25240 1.07855 2.87134 -0.049 -0.020 0.018
H 8.87955 0.23978 4.18818 0.028 0.007 -0.045
H 7.66014 1.30119 4.89644 -0.014 0.010 -0.013
H 8.57451 1.83011 3.47438 0.006 -0.006 -0.012
H 7.05476 -1.40589 3.91423 0.022 0.009 0.001
C -2.72249 -0.96407 -2.86568 0.050 0.083 0.075
C -1.75788 -1.83814 -2.07836 -0.194 -0.079 -0.114
C -1.93368 -3.31024 -2.40903 0.084 0.039 0.127
O -1.91382 -1.61439 -0.67328 0.040 0.069 -0.014
H -3.75574 -1.22628 -2.62146 -0.006 -0.043 -0.031
H -2.58532 0.09037 -2.62348 0.001 0.000 -0.021
H -2.58332 -1.09196 -3.93995 -0.003 -0.012 -0.004
H -0.73176 -1.53577 -2.29689 0.026 0.020 0.051
H -2.94439 -3.63905 -2.15231 -0.029 0.013 -0.061
H -1.23431 -3.92275 -1.84126 0.017 0.002 -0.020
H -1.77654 -3.50414 -3.46924 -0.015 -0.007 -0.013
H -2.81121 -1.87167 -0.43473 -0.001 -0.034 0.006
C -0.78333 3.37081 -3.88943 -0.087 -0.037 -0.036
C -1.44040 3.89774 -2.62308 0.237 -0.046 0.065
C -0.41129 4.35203 -1.59814 -0.061 0.023 0.057
O -2.29901 2.91093 -2.05509 -0.087 -0.026 -0.077
H -0.15696 2.50479 -3.65616 0.041 0.028 0.020
H -1.53876 3.05331 -4.60861 -0.008 0.019 0.004
H -0.15461 4.13053 -4.35581 0.011 0.002 0.010
H -2.09608 4.73286 -2.87510 -0.051 -0.011 0.012
H 0.22241 3.51116 -1.30035 0.028 -0.003 -0.033
H -0.90569 4.72738 -0.70143 -0.008 0.009 -0.011
H 0.22924 5.13870 -1.99989 0.007 -0.008 -0.010
H -1.74737 2.15919 -1.80852 0.001 0.011 0.088
C -3.18743 -5.59124 -5.86652 0.031 0.080 0.053
C -2.23997 -6.47056 -5.06424 -0.190 -0.068 -0.080
C -2.39473 -7.93973 -5.42463 0.066 -0.029 0.074
O -2.43490 -6.27139 -3.66483 0.072 0.001 -0.015
H -4.22534 -5.86346 -5.65522 -0.003 -0.041 -0.032
H -3.05759 -4.54229 -5.59875 0.018 -0.005 -0.005
H -3.01803 -5.70021 -6.93844 -0.004 -0.012 -0.003
H -1.21089 -6.15896 -5.25093 0.023 0.017 0.042
H -3.41042 -8.27816 -5.20138 -0.023 0.018 -0.044
H -1.70399 -8.55047 -4.84359 0.013 0.014 -0.007
H -2.20406 -8.11018 -6.48494 -0.011 0.008 -0.006
H -3.33668 -6.53602 -3.45298 -0.004 -0.012 0.016
```
Forces are in eV/Å.

The value obtained for the molar mass is 536.6 g/mol. Its structure (SMILES) is C/C(Cl)=C(\Cl)c1ccc(CCCN)c2nccnc12.CC(C)O.CC(C)O.CC(C)O.CC(C)O. As for the LUMO energy: 0.0 eV. For the orbital gap, the calculation gives 8.387 eV. Its multiplicity is 1. The total energy is -65429.6949 eV.

Charges obtained by Mulliken population analysis, quoted in units of e: -1.301 0.880 -0.226 -1.222 -0.244 0.550 -0.088 -0.419 -0.317 -1.517 -1.023 -0.492 -0.572 0.792 -0.516 -0.405 -0.500 -0.512 0.056 0.334 0.264 0.388 0.793 1.564 0.453 0.476 0.481 0.318 0.216 0.490 0.258 0.158 0.439 0.446 -1.279 0.524 -1.385 -0.479 0.345 0.294 0.381 0.243 0.353 0.329 0.376 0.308 -1.110 0.647 -1.396 -0.483 0.328 0.128 0.403 0.256 0.349 0.342 0.275 0.299 -1.345 0.393 -1.012 -0.463 0.295 0.328 0.416 0.346 0.216 0.132 0.486 0.130 -1.163 0.437 -1.373 -0.496 0.339 0.231 0.380 0.277 0.361 0.319 0.379 0.332

Here is a molecular structure, C26H48BCaF9LiNNaO5 from the OMol25 dataset. Energies are from wB97M-V/def2-TZVPD.

The geometry in XYZ format:
```
93
Properties=species:S:1:pos:R:3:forces:R:3
C -0.94685 -0.01899 2.34702 -1.102 -1.159 1.445
O 0.50153 -0.04023 2.33738 -0.656 -0.375 -1.730
C 1.02223 -1.06263 1.48670 0.743 -0.605 0.548
C 0.60390 -2.56563 1.87469 1.387 -0.176 -0.477
C 0.39871 -3.38309 0.51552 -0.872 -0.397 1.374
C -0.93501 -3.01970 -0.29151 0.399 -0.933 -1.195
C -0.64489 -2.32616 -1.71446 -2.068 0.650 0.759
C -0.89046 -0.72855 -1.65380 0.372 0.160 -0.862
C 0.20998 0.10134 -2.47910 -0.498 0.197 0.342
C -0.30669 1.61477 -2.76846 1.708 -0.527 0.122
C 0.78294 2.63105 -2.12947 -1.189 0.340 0.300
C 0.36530 2.80041 -0.58530 -0.076 -0.886 -0.333
C -0.77341 3.95029 -0.42680 2.134 -1.703 -0.174
O -1.92753 3.16038 -0.12267 0.541 2.551 0.165
C -3.07807 3.97118 0.24456 -1.039 -1.157 0.099
C -3.86138 3.16015 1.40081 -0.425 2.959 0.686
C -4.20891 4.27675 2.53893 -0.547 -1.029 0.451
C -5.26348 2.54489 0.92760 1.386 -2.388 0.588
C -5.17199 1.35642 -0.13571 -1.416 0.326 -0.323
C -5.24458 1.93717 -1.63505 0.207 -0.537 0.750
C -3.94746 0.35125 0.07729 -0.119 -0.180 -0.672
N -0.19690 4.84922 0.62890 1.734 1.327 -1.552
C 1.27754 4.69607 0.63444 1.067 -0.654 0.203
O 2.16556 5.55734 0.67206 -2.970 -2.136 -0.089
C 1.46936 3.11773 0.53064 -0.355 0.322 0.217
C 2.90525 2.51130 0.23482 -1.728 0.388 -1.558
O 3.60475 2.21929 1.48391 3.075 -1.371 -1.018
C 4.79760 1.54957 1.26852 -2.895 0.243 1.850
F 5.64052 2.28356 0.34818 -1.949 -0.654 1.300
F 4.62981 0.25881 0.70269 0.988 2.645 0.814
F 5.47926 1.38792 2.47821 -1.074 0.441 -3.289
H -1.40246 1.02504 2.32239 1.024 -1.163 -0.288
H -1.26734 -0.46845 3.35747 0.396 0.757 -1.411
H -1.42002 -0.70935 1.55741 0.810 1.243 0.779
H 0.79665 -0.91404 0.37441 -0.042 0.146 1.208
H 2.16802 -1.00432 1.58163 -1.633 0.062 -0.031
H 1.51660 -3.03305 2.39473 -1.484 0.663 -0.558
H -0.25278 -2.65723 2.61180 0.886 0.288 -1.095
H 1.36234 -3.22661 -0.10821 -1.222 -0.258 0.587
H 0.30887 -4.48909 0.81511 0.488 1.556 -0.642
H -1.68914 -2.38720 0.27247 1.170 -0.673 -0.517
H -1.47078 -4.01037 -0.52288 0.741 1.435 0.435
H -1.44371 -2.72068 -2.44023 1.590 0.381 0.718
H 0.40339 -2.59452 -2.10429 -1.442 0.635 0.408
H -1.90297 -0.47634 -2.12950 1.384 -0.623 0.634
H -0.97230 -0.35437 -0.56993 0.364 -0.590 -1.644
H 0.49392 -0.41463 -3.46765 -0.622 0.591 1.338
H 1.16821 0.14469 -1.86252 -1.066 -0.069 -0.630
H -0.33684 1.77715 -3.89296 -0.309 -0.158 1.452
H -1.31872 1.73333 -2.26932 1.207 0.157 -0.814
H 0.67792 3.64857 -2.62448 0.393 -1.226 0.461
H 1.83659 2.23807 -2.29958 -1.311 0.477 0.220
H -0.13684 1.81490 -0.30196 0.645 1.362 -0.192
H -0.83490 4.66706 -1.32647 -0.620 -1.644 0.786
H -2.78074 4.99941 0.62059 -0.193 -1.366 -0.490
H -3.74498 4.04928 -0.68722 0.870 0.198 1.368
H -3.18189 2.40192 1.93531 -1.126 0.659 -1.128
H -4.27988 5.32089 2.10075 0.119 -1.293 0.628
H -3.47291 4.22646 3.41724 -0.909 0.290 -1.461
H -5.23419 3.98830 2.97001 1.496 0.666 -0.493
H -5.80355 2.19363 1.87060 0.687 0.547 -1.466
H -5.84955 3.42028 0.39396 -0.501 -0.628 0.408
H -6.12779 0.73127 -0.00103 1.397 0.993 -0.129
H -5.59204 1.08969 -2.31536 0.731 1.199 0.690
H -4.19927 2.30856 -1.89458 -1.386 -0.444 -0.112
H -6.01522 2.77183 -1.70108 1.064 -1.066 0.107
H -3.81002 -0.20262 -0.92361 -0.304 0.671 1.470
H -4.21794 -0.41393 0.87206 0.511 1.007 -0.859
H -2.95179 0.84554 0.30277 -1.321 -0.452 -0.161
H -0.28431 5.77689 0.18693 -0.358 -0.021 1.190
H 1.10290 2.71599 1.53866 0.446 0.307 -1.387
H 2.73447 1.51702 -0.31783 0.359 1.446 0.797
H 3.47613 3.25053 -0.42348 -0.477 -1.069 1.074
Li 1.90119 -3.39770 -2.43481 -0.522 0.578 1.519
B 0.40644 -0.60970 5.67414 0.184 0.107 0.582
F 1.67429 -0.61170 5.00599 -0.642 -0.052 0.220
F -0.35055 0.54007 5.25946 0.396 -0.687 0.108
F -0.31324 -1.80341 5.33402 0.320 0.654 -0.135
F 0.61280 -0.56234 7.08443 -0.168 -0.030 -1.072
C 5.07125 -7.71210 -3.87740 -0.453 0.583 -0.159
C 5.17018 -6.53759 -2.94705 2.074 -1.489 1.860
O 4.62777 -5.44564 -3.22217 -1.369 0.847 -0.804
C 5.92864 -6.72334 -1.69401 0.265 2.045 -2.076
H 4.48338 -7.43364 -4.75945 0.069 -0.140 -0.116
H 6.06831 -8.01165 -4.20361 -0.075 -0.116 0.114
H 4.57292 -8.54231 -3.37207 0.204 -0.020 0.112
H 6.96660 -6.98242 -1.91831 -0.109 -0.432 -0.005
H 5.44338 -7.53239 -1.08711 -1.208 -1.171 1.429
H 5.91511 -5.79567 -1.11842 -0.039 -0.170 0.027
Ca 3.03972 -4.75841 -4.49786 0.869 -0.912 -0.932
F 4.51178 -8.12390 -0.08359 0.304 0.260 -0.785
F -7.53490 3.03512 0.36894 0.957 0.331 -0.015
Na 7.29713 1.28737 0.38620 1.729 -0.863 0.136
```
Forces are in eV/Å.

The value obtained for the molar mass is 706.5 g/mol. As for the LUMO energy: -8.5 eV. For the orbital gap, the calculation gives 1.204 eV. As for the charge: +1. Its multiplicity is 1. The total energy is -87646.0664 eV.

Charges obtained by Mulliken population analysis, quoted in units of e: -0.313 -0.221 0.725 -0.759 -0.178 -0.391 1.486 0.275 -0.287 -0.150 -1.053 1.446 -0.418 0.200 -0.981 1.256 -1.295 -1.368 0.615 -1.383 -0.522 -0.271 -0.067 -0.608 0.488 -0.728 -0.263 0.921 -0.439 -0.215 -0.225 0.096 0.303 -0.161 -0.703 0.123 0.376 0.336 -0.081 0.314 0.155 0.459 0.461 -2.181 0.584 -0.735 0.369 0.074 0.467 -0.267 0.441 0.258 -1.199 0.381 0.502 0.227 -0.221 0.357 0.329 0.390 0.488 0.353 0.488 0.376 0.158 0.384 0.170 0.345 -0.191 0.382 0.230 0.266 0.354 0.939 0.558 -0.391 -0.386 -0.410 -0.372 -1.061 1.075 -0.748 -0.943 0.210 0.320 0.325 0.328 0.358 0.261 0.593 -0.772 -0.423 1.004